Below is one molecule with the formula C4H6P2S, with properties calculated with wB97M-V/def2-TZVPD.

Summary:
**Multiplicity**: 1
**E_HOMO (alpha / beta)**: -0.27760 / -0.27759 Ha
**Energy above the lowest of the compared OMol25 structures with the same formula, charge and spin**: 489.0 kJ/mol
**LUMO energy (alpha / beta)**: -0.622 / -0.622 eV
**HOMO-LUMO gap (alpha / beta)**: 6.9 / 6.9 eV
**Energy**: -1236.68245 Ha

Cartesian coordinates (Å):
C1 1.958 0.421 -0.394
C2 0.712 0.917 -0.615
C3 2.252 -0.841 0.106
C4 -0.357 -0.788 0.337
P1 -2.983 0.764 0.005
P2 -1.862 -1.069 -0.422
S1 0.934 -1.855 0.410
H1 2.864 1.143 -0.654
H2 0.281 1.816 -0.420
H3 3.248 -1.155 0.551
H4 -2.057 1.484 -0.709
H5 -2.486 1.270 1.227
H6 -2.504 -2.107 0.578

Atoms 1-3, force components in eV/Å:
C 1.8 2.4 -0.7
C -0.2 -6.1 2.0
C 1.2 -0.9 0.8